(1)
Formula: C26H70BClO18P4Si2
Source: the Open Molecules 2025 dataset
Level of theory: ωB97M-V/def2-TZVPD

XYZ file:
```
122
C26H70BClO18P4Si2 ωB97M-V/def2-TZVPD
C 4.488 0.525 2.968
C 4.374 1.901 2.280
B 3.627 3.000 3.110
O 4.066 4.300 3.210
Si 1.916 2.521 4.110
O 0.868 1.757 3.036
Si -0.764 1.801 3.128
Cl -1.556 -0.082 3.311
H 5.010 -0.164 2.300
H 3.517 0.063 3.150
H 5.065 0.560 3.893
H 3.776 1.755 1.368
H 5.369 2.213 1.940
H 4.996 4.389 3.441
H 2.302 1.535 5.153
H 1.252 3.683 4.744
H -1.261 2.690 4.190
H -1.274 2.319 1.848
O -5.314 4.780 1.706
P -6.322 4.335 0.740
O -7.611 3.691 1.402
C -8.413 4.466 2.307
C -9.264 5.501 1.598
O -5.775 3.019 -0.004
C -4.434 2.561 0.180
C -4.370 1.454 1.208
O -6.923 5.066 -0.526
C -6.168 6.121 -1.167
C -4.915 5.594 -1.832
H -7.768 4.936 3.053
H -9.049 3.749 2.825
H -8.650 6.286 1.156
H -9.953 5.967 2.303
H -9.836 5.040 0.792
H -3.777 3.386 0.457
H -4.098 2.193 -0.791
H -4.835 1.755 2.148
H -3.337 1.176 1.418
H -4.906 0.572 0.855
H -5.925 6.892 -0.434
H -6.839 6.564 -1.900
H -4.189 5.252 -1.093
H -4.443 6.376 -2.428
H -5.148 4.748 -2.478
O 4.600 -2.573 4.043
P 4.518 -3.876 4.717
O 4.121 -3.649 6.253
C 2.870 -3.029 6.572
C 1.686 -3.955 6.365
O 6.020 -4.436 4.916
C 7.128 -3.840 4.240
C 7.856 -2.866 5.142
O 3.899 -5.341 4.592
C 3.562 -6.014 3.361
C 4.792 -6.209 2.491
H 2.754 -2.115 5.982
H 2.940 -2.739 7.619
H 1.534 -4.177 5.307
H 0.775 -3.491 6.747
H 1.847 -4.903 6.879
H 6.805 -3.351 3.320
H 7.792 -4.660 3.957
H 7.165 -2.125 5.544
H 8.645 -2.349 4.593
H 8.305 -3.390 5.986
H 2.807 -5.462 2.801
H 3.115 -6.956 3.673
H 5.117 -5.239 2.104
H 4.560 -6.847 1.639
H 5.639 -6.628 3.034
O -1.505 3.646 -4.264
P -1.421 4.044 -5.671
O -1.732 5.576 -5.929
C -0.922 6.587 -5.305
C 0.440 6.730 -5.953
O -2.685 3.429 -6.452
C -3.569 2.502 -5.821
C -4.798 3.206 -5.289
O -0.317 3.736 -6.761
C 0.546 2.587 -6.604
C -0.207 1.282 -6.747
H -0.826 6.368 -4.239
H -1.483 7.515 -5.403
H 1.057 5.847 -5.780
H 0.963 7.593 -5.541
H 0.341 6.854 -7.031
H -3.059 1.960 -5.024
H -3.850 1.773 -6.583
H -4.516 4.034 -4.638
H -5.427 2.515 -4.726
H -5.387 3.623 -6.107
H 1.050 2.642 -5.637
H 1.305 2.680 -7.377
H -0.892 1.127 -5.911
H 0.494 0.448 -6.769
H -0.797 1.279 -7.663
O 2.591 -5.922 -0.602
P 1.404 -5.227 -1.115
O 0.402 -4.983 0.097
C 0.767 -4.035 1.110
C 0.481 -2.605 0.686
O 0.537 -6.315 -1.927
C 1.069 -7.598 -2.260
C 0.616 -8.646 -1.266
O 1.138 -3.999 -2.070
C 2.130 -3.609 -3.050
C 2.287 -4.643 -4.144
H 1.825 -4.093 1.380
H 0.165 -4.279 1.983
H 1.143 -2.290 -0.120
H 0.630 -1.933 1.532
H -0.543 -2.501 0.326
H 2.157 -7.564 -2.320
H 0.693 -7.836 -3.257
H 0.862 -8.343 -0.249
H 1.095 -9.604 -1.473
H -0.465 -8.779 -1.319
H 3.082 -3.424 -2.549
H 1.784 -2.663 -3.460
H 2.740 -5.560 -3.762
H 2.927 -4.254 -4.935
H 1.316 -4.905 -4.565
```

The charge is 0. The calculation puts the maximum force at 4.8 eV Å⁻¹. Its HOMO-LUMO gap is 0.3524 Ha.

***

(2)
Formula: C6H15NO
Source: the Open Molecules 2025 dataset
Level of theory: ωB97M-V/def2-TZVPD

XYZ file:
```
23
C6H15NO ωB97M-V/def2-TZVPD
C 0.052 -0.433 -3.252
C 0.435 -0.714 -1.782
N -0.196 0.235 -0.922
C -0.143 0.105 0.560
C 0.695 1.158 1.227
C 1.255 0.642 2.552
C -1.641 -0.063 1.022
O -1.848 -1.252 1.750
H -0.510 -1.230 -3.739
H 0.951 -0.255 -3.851
H -0.643 0.400 -3.332
H 0.217 -1.735 -1.453
H 1.535 -0.738 -1.772
H -0.222 1.228 -1.095
H 0.332 -0.883 0.718
H 1.544 1.474 0.587
H 0.195 2.111 1.222
H 1.916 -0.194 2.284
H 0.563 0.093 3.171
H 1.963 1.285 3.073
H -2.010 0.717 1.696
H -2.284 0.012 0.129
H -2.156 -1.965 1.208
```

The charge is 0. The calculation puts the maximum force at 2.6 eV Å⁻¹. Its HOMO-LUMO gap is 0.3378 Ha. The SMILES is CCN[C@@H](CC)CO.